ORCA calculation (ωB97M-V/def2-TZVPD) on the molecule C3H6N4O2 at a distorted geometry.

Structure (XYZ):
```
15
C3H6N4O2 | OMol25 | ωB97M-V/def2-TZVPD
C -2.700 2.180 1.015
N -1.769 1.542 0.141
N -0.768 1.013 0.710
C 0.023 0.271 0.217
N 1.269 -0.330 0.632
C 1.583 -1.375 -0.265
O 2.378 -2.329 0.086
N 0.741 -1.270 -1.417
O -0.042 -0.047 -1.217
H -2.243 3.329 1.255
H -2.707 1.576 2.110
H -3.504 2.328 0.233
H -2.338 0.995 -0.551
H 2.041 -0.149 1.286
H 0.314 -2.202 -1.544
```

SMILES = CN/N=c1/[nH]c(=O)[nH]o1
Energy = -13258.7972 eV
Frontier orbital gap = 9.18 eV
Relative energy (zero: lowest compared OMol25 entry of this formula, charge and spin) = 528.0 kJ/mol

***

ORCA calculation (ωB97M-V/def2-TZVPD) on the molecule C5H10N2O.

Structure (XYZ):
```
18
C5H10N2O | OMol25 | ωB97M-V/def2-TZVPD
C 0.015 0.254 1.879
C -0.329 0.748 0.508
N -1.284 1.762 0.432
C 0.193 0.227 -0.620
N -0.221 0.725 -1.881
C 1.198 -0.904 -0.602
C 0.269 -2.067 -0.460
O 0.035 -2.653 0.568
H -0.638 0.717 2.615
H -0.103 -0.826 1.944
H 1.048 0.497 2.131
H -1.229 2.296 -0.424
H -1.331 2.349 1.252
H 0.261 0.279 -2.649
H -1.222 0.666 -2.020
H 1.761 -0.933 -1.534
H 1.875 -0.832 0.247
H -0.295 -2.303 -1.385
```

SMILES = C/C(N)=C(/N)CC=O
Energy = -10374.2282 eV
Frontier orbital gap = 8.29 eV
Relative energy (zero: lowest compared OMol25 entry of this formula, charge and spin) = 103.9 kJ/mol

***

ORCA calculation (ωB97M-V/def2-TZVPD) on a cluster of 6 separate species, C43H43IO4S in total at a distorted geometry.

Structure (XYZ):
```
92
C43H43IO4S | OMol25 | ωB97M-V/def2-TZVPD
O 4.991 0.854 -0.471
C 4.836 0.070 0.412
I 3.543 0.471 2.107
C 5.634 -1.275 0.329
C 4.824 -2.376 -0.461
O 5.270 -3.631 0.169
C 4.252 -4.575 0.304
O 4.246 -5.547 0.984
C 3.095 -3.980 -0.641
C 1.820 -4.792 -0.140
O 0.654 -4.407 -0.876
C -0.083 -3.388 -0.305
C -0.802 -2.508 -1.250
C -1.659 -1.424 -0.818
C -1.837 -1.182 0.624
C -1.115 -2.009 1.565
C -0.263 -3.097 1.104
C 3.252 -2.487 -0.191
S 2.492 -1.488 -1.570
H 5.900 -1.723 1.319
H 6.581 -1.062 -0.225
H 5.104 -2.563 -1.526
H 3.392 -4.281 -1.677
H 2.041 -5.856 -0.440
H 1.720 -4.802 0.969
H -0.691 -2.671 -2.348
H -2.221 -0.786 -1.535
H -2.512 -0.373 0.979
H -1.233 -1.832 2.661
H 0.265 -3.726 1.862
H 2.944 -2.232 0.851
H 3.015 -0.222 -1.563
C -5.360 -1.621 1.680
C -6.519 -0.986 1.250
C -7.483 -0.598 2.172
C -7.290 -0.847 3.526
C -6.135 -1.490 3.955
C -5.169 -1.875 3.033
H -4.605 -1.918 0.961
H -6.670 -0.794 0.194
H -8.385 -0.099 1.836
H -8.040 -0.542 4.246
H -5.987 -1.690 5.010
H -4.267 -2.374 3.368
C -6.426 5.231 0.258
C -6.924 4.063 -0.306
C -7.014 2.905 0.457
C -6.601 2.914 1.784
C -6.095 4.080 2.346
C -6.009 5.239 1.584
H -6.363 6.135 -0.336
H -7.243 4.055 -1.342
H -7.405 1.994 0.018
H -6.674 2.012 2.380
H -5.768 4.086 3.379
H -5.616 6.149 2.022
C 9.799 -1.378 -1.383
C 9.636 -2.220 -0.290
C 10.568 -2.212 0.741
C 11.667 -1.364 0.676
C 11.835 -0.528 -0.422
C 10.901 -0.534 -1.450
H 9.068 -1.380 -2.183
H 8.779 -2.884 -0.240
H 10.438 -2.867 1.595
H 12.393 -1.356 1.480
H 12.696 0.129 -0.475
H 11.031 0.120 -2.305
C -4.898 9.037 2.348
C -5.949 9.270 1.468
C -6.964 10.153 1.816
C -6.930 10.802 3.044
C -5.884 10.563 3.927
C -4.867 9.682 3.578
H -4.103 8.353 2.074
H -5.977 8.762 0.511
H -7.781 10.337 1.128
H -7.719 11.493 3.314
H -5.860 11.064 4.888
H -4.050 9.497 4.266
C 3.406 -5.690 -6.345
C 2.364 -5.426 -7.224
C 1.357 -4.539 -6.864
C 1.390 -3.919 -5.621
C 2.427 -4.189 -4.738
C 3.436 -5.073 -5.100
H 4.195 -6.377 -6.629
H 2.337 -5.912 -8.193
H 0.546 -4.332 -7.552
H 0.606 -3.225 -5.341
H 2.450 -3.709 -3.766
H 4.248 -5.282 -4.411
```

SMILES = O=C(I)C[C@H]1OC(=O)[C@@H](COc2ccccc2)[C@@H]1S.c1ccccc1.c1ccccc1.c1ccccc1.c1ccccc1.c1ccccc1
Energy = -72411.8549 eV
Frontier orbital gap = 8.55 eV

***

ORCA calculation (ωB97M-V/def2-TZVPD) on a structure of composition C3H8N2O2 at a distorted geometry.

Structure (XYZ):
```
15
C3H8N2O2 | OMol25 | ωB97M-V/def2-TZVPD
C 1.332 0.517 0.506
C 2.008 0.155 -0.777
C -1.077 -0.964 -0.114
N -2.402 -1.027 -0.389
O -0.455 0.585 0.242
O -1.480 1.556 0.926
N -0.149 -1.656 0.234
H -1.681 1.088 1.756
H -2.905 -0.152 -0.426
H -2.763 -1.890 -0.758
H 1.336 1.579 0.727
H 1.663 -0.058 1.361
H 1.444 0.572 -1.612
H 3.002 0.616 -0.801
H 2.126 -0.921 -0.875
```

Energy = -10309.1020 eV
Frontier orbital gap (alpha / beta) = 8.33 / 8.32 eV
Relative energy (zero: lowest compared OMol25 entry of this formula, charge and spin) = 757.4 kJ/mol

***

- Which value of energy does entry 2 give?
  -10374.2282 eV